No. 1
13
Properties=species:S:1:pos:R:3 method="wB97M-V/def2-TZVPD" de_lowest_kcal_mol=0.0 homo_lumo_gap_ev=7.605 homo_energy_ha=-0.1382 spin_multiplicity=1 total_charge=-1
C 0.633 -1.182 -0.025
C 0.757 0.470 0.375
C -0.565 1.132 0.703
O -1.884 -1.218 -0.795
O -0.424 -0.502 -2.579
F 1.555 0.712 1.485
F 1.379 1.163 -0.570
F -1.324 0.434 1.522
F -0.310 2.283 1.377
F -1.294 1.472 -0.420
S -0.722 -1.549 -1.569
H 0.383 -1.802 0.739
H 1.817 -1.412 -0.242

=====

No. 2
10
Properties=species:S:1:pos:R:3 method="wB97M-V/def2-TZVPD" homo_lumo_gap_ev="6.480 / 8.178" homo_energy_ha="-0.7726 / -0.8578" spin_multiplicity=8 s2=16.43 total_charge=+3
O -0.574 0.210 -0.196
C -1.033 -0.928 0.291
O -2.071 -1.327 -0.308
Li -2.630 1.014 0.246
Gd 0.191 2.026 2.453
C 0.835 -0.222 -0.902
C 1.545 -0.598 0.303
H 1.384 0.522 -1.494
H 0.727 -1.103 -1.552
F 1.626 0.407 1.160

=====

No. 3
9
Properties=species:S:1:pos:R:3 method="wB97M-V/def2-TZVPD" de_lowest_kcal_mol=19.7 homo_lumo_gap_ev=9.760 homo_energy_ha=-0.3395 spin_multiplicity=1 smiles=Fc1c[nH]nc1I
C -1.035 0.437 -0.002
C 0.266 0.852 -0.109
C 1.040 -0.332 -0.030
N 0.267 -1.393 0.000
N -0.983 -0.887 -0.097
F 0.664 2.139 -0.015
I 3.117 -0.389 -0.035
H -1.753 1.187 0.069
H -1.583 -1.613 0.219

=====

No. 4
9
Properties=species:S:1:pos:R:3 method="wB97M-V/def2-TZVPD" de_lowest_kcal_mol=9.7 homo_lumo_gap_ev="10.365 / 9.582" homo_energy_ha="-0.5216 / -0.5783" spin_multiplicity=2 s2=0.76 total_charge=+1
O -0.519 -1.214 -0.306
O -2.414 2.886 0.538
C 0.610 -1.354 0.193
C 1.564 -0.298 0.206
C -2.457 1.983 -0.136
H 0.965 -2.328 0.565
H 2.498 -0.315 0.769
F 1.455 0.646 -0.689
Li -1.702 -0.006 -1.140